{"formula": "C34H43AsOSSb2Y", "method": "ωB97M-V/def2-TZVPD", "de_lowest_kj_mol": 25.1, "homo_energy_ev": -15.610, "total_charge": 3, "symbols": ["C", "C", "C", "H", "C", "H", "H", "As", "H", "C", "Sb", "H", "H", "H", "H", "H", "H", "C", "C", "H", "H", "C", "C", "C", "H", "H", "C", "H", "C", "H", "H", "H", "H", "C", "H", "C", "C", "H", "H", "H", "H", "H", "C", "C", "H", "C", "H", "C", "Sb", "H", "H", "H", "H", "H", "C", "H", "C", "H", "H", "C", "H", "C", "C", "C", "H", "S", "H", "C", "C", "O", "C", "C", "C", "H", "C", "C", "H", "C", "H", "H", "C", "Y", "H"], "positions_angstrom": [[-0.12181, -6.91146, -2.04117], [-0.07808, -7.14895, -3.40949], [0.84606, 3.24540, 3.29297], [-0.00616, -6.28210, -5.37120], [-0.05736, -4.78455, -3.84240], [3.74115, 3.62967, 0.98198], [-0.02555, -3.96184, -4.54620], [-0.21215, -2.73470, -1.87932], [2.92777, 4.20486, -3.18945], [-0.83635, 5.48294, 3.22005], [2.36037, 1.36871, 1.41246], [-1.49280, 6.34237, 3.21929], [-2.71176, -4.29539, -0.90360], [-0.06412, -8.16627, -3.77638], [-4.09066, -0.04393, 3.01263], [2.43685, 4.67488, 3.13243], [-4.08107, 0.41931, -1.59854], [1.84067, -2.70518, 0.13388], [0.53805, 5.64745, 3.11867], [-3.67218, 2.10419, 0.12770], [-0.55177, 1.00364, 4.06535], [0.44939, -2.83002, -0.01437], [-0.13974, -5.61079, -1.56177], [1.81716, 2.10442, 3.36011], [1.57553, 0.21455, -4.10239], [-2.09034, 1.83910, 4.20450], [-4.29814, -2.85815, -0.75955], [4.91421, 1.33504, 2.18709], [-0.36317, -2.70015, 1.11725], [4.17255, -0.21100, 2.62982], [-2.61963, 3.32381, 0.88583], [-2.42984, 4.09072, 3.49393], [1.46895, 1.25878, 3.94988], [-3.76639, -0.59647, -1.39729], [0.96643, 6.63727, 3.03839], [2.72548, 2.11431, -3.80355], [-3.28421, -0.56298, 2.49697], [-1.44008, -2.79116, 1.02818], [3.47995, -2.45540, 1.49385], [-0.14010, -7.73981, -1.34600], [2.48640, -2.80816, -0.73340], [1.00948, 3.59724, -1.85004], [0.89173, 3.51533, -2.93132], [-1.36023, 4.21083, 3.36393], [4.70083, 0.07648, 0.95372], [-2.45823, -0.99516, -1.67056], [-0.16662, -5.43424, -0.49322], [1.50895, 1.29635, -4.21607], [-1.91679, 0.88407, 1.75769], [-3.96820, 2.61325, 1.80055], [2.02158, -2.20468, 3.48533], [-5.02676, -3.58830, -0.43221], [3.11280, 1.75884, -2.84572], [-2.78170, -1.22207, 3.20296], [1.58429, -2.36427, 2.50787], [-3.69609, -1.14574, 1.67572], [2.91003, 3.17604, 0.44450], [3.21911, 2.96955, -0.57890], [-1.79193, -0.29198, -2.17474], [2.40344, -2.50277, 1.39049], [3.52080, 2.01163, -4.54019], [2.22091, 3.55093, -3.69767], [-2.99531, -3.25564, -1.02088], [4.26529, 0.53244, 1.84029], [0.16076, 4.25219, -3.26056], [0.15914, 1.86895, -3.16956], [1.19113, 1.52052, -5.23830], [-0.11144, -4.55610, -2.47074], [-2.06576, -2.32376, -1.47855], [0.41911, 1.15035, -1.79538], [-0.04561, -6.09114, -4.30758], [0.20637, -2.46296, 2.37152], [-4.68229, -1.53070, -0.94141], [-5.70791, -1.23851, -0.75805], [-0.54189, 3.07918, 3.39619], [-3.19919, 2.41864, 1.05501], [2.06402, 3.86163, 0.45708], [1.36178, 4.53735, 3.16234], [2.76543, 2.43002, 3.78919], [-0.42985, -2.38682, 3.24461], [-1.19467, 1.74163, 3.58947], [0.21154, -0.26435, -0.25010], [2.05846, 3.96277, -4.69388]], "forces_ev_per_angstrom": [[0.0, 0.0, 0.0], [0.0, 0.0, 0.0], [0.0, 0.0, 0.0], [0.0, 0.0, 0.0], [0.0, 0.0, 0.0], [0.0, 0.0, 0.0], [0.0, 0.0, 0.0], [0.0, -0.1, 0.0], [0.0, 0.0, 0.0], [0.0, 0.0, 0.0], [0.0, 0.0, 0.0], [0.0, 0.0, 0.0], [0.0, 0.0, 0.0], [0.0, 0.0, 0.0], [0.0, 0.0, 0.0], [0.0, 0.0, 0.0], [0.0, 0.0, 0.0], [0.0, 0.0, 0.1], [0.0, 0.0, 0.0], [0.0, 0.0, 0.0], [0.0, 0.0, 0.0], [0.0, 0.0, 0.0], [0.0, 0.0, 0.0], [0.0, 0.0, 0.0], [0.0, 0.0, 0.0], [0.0, 0.0, 0.0], [0.0, 0.0, 0.0], [0.0, 0.0, 0.0], [0.0, 0.0, 0.0], [0.0, 0.0, 0.0], [0.0, 0.0, 0.0], [0.0, 0.0, 0.0], [0.0, 0.0, 0.0], [0.0, 0.0, 0.0], [0.0, 0.0, 0.0], [0.0, 0.0, 0.0], [0.0, 0.0, 0.0], [0.0, 0.0, 0.0], [0.0, 0.0, 0.0], [0.0, 0.0, 0.0], [0.0, 0.0, 0.0], [0.0, 0.0, 0.0], [0.0, 0.0, 0.0], [0.0, 0.0, 0.0], [0.0, 0.0, 0.0], [0.0, 0.0, 0.0], [0.0, 0.0, 0.0], [0.0, 0.0, 0.0], [0.0, 0.0, -0.1], [0.0, 0.0, 0.0], [0.0, 0.0, 0.0], [0.0, 0.0, 0.0], [0.0, 0.0, 0.0], [0.0, 0.0, 0.0], [0.0, 0.0, 0.0], [0.0, 0.0, 0.0], [0.0, 0.0, 0.0], [0.0, 0.0, 0.0], [0.0, 0.0, 0.0], [0.0, 0.0, -0.1], [0.0, 0.0, 0.0], [0.0, 0.0, 0.0], [0.0, 0.0, 0.0], [0.0, 0.0, 0.0], [0.0, 0.0, 0.0], [0.0, 0.0, 0.0], [0.0, 0.0, 0.0], [0.0, 0.0, 0.0], [0.0, 0.0, 0.0], [0.0, 0.0, -0.1], [0.0, 0.0, 0.0], [0.0, 0.0, 0.0], [0.0, 0.0, 0.0], [0.0, 0.0, 0.0], [0.0, 0.0, 0.0], [0.0, 0.0, 0.0], [0.0, 0.0, 0.0], [0.0, 0.0, 0.0], [0.0, 0.0, 0.0], [0.0, 0.0, 0.0], [0.0, 0.0, 0.0], [0.0, 0.1, 0.1], [0.0, 0.0, 0.0]]}

---

{"formula": "C2H6OSi", "method": "ωB97M-V/def2-TZVPD", "de_lowest_kj_mol": 331.9, "homo_energy_ev": -10.090, "total_charge": 0, "symbols": ["H", "H", "O", "H", "C", "C", "Si", "H", "H", "H"], "positions_angstrom": [[-2.01656, 0.00505, -1.02702], [-0.28193, 1.88048, -1.65934], [0.47008, -1.41697, -0.23691], [1.48356, -1.26230, 1.61194], [0.60611, -0.95579, 1.03664], [0.65558, -0.05232, -0.10405], [-0.81953, 0.85999, -0.78258], [-1.50565, 1.82280, 0.14977], [-0.34329, -1.16287, 1.50617], [1.75163, 0.28194, -0.49462]], "forces_ev_per_angstrom": [[0.6, -0.2, -0.6], [0.0, -0.1, -1.1], [0.7, -2.8, -2.4], [0.0, 0.3, -0.3], [-0.5, -0.5, 1.9], [2.4, 2.1, -1.3], [-1.0, 1.3, 1.4], [0.4, -0.3, 0.3], [-0.1, 0.7, 1.0], [-2.5, -0.5, 1.2]]}

---

{"formula": "C2H2NO2S2", "method": "ωB97M-V/def2-TZVPD", "de_lowest_kj_mol": 195.2, "homo_energy_ev": -3.443, "total_charge": -1, "symbols": ["O", "N", "O", "H", "C", "C", "S", "H", "S"], "positions_angstrom": [[-0.25208, 1.39248, 0.84094], [0.46949, -1.03443, -0.61189], [-1.88988, 2.33313, -0.39834], [2.24218, -0.13782, -0.50824], [-1.13270, 1.54059, 0.08498], [1.53807, -0.79654, 0.01731], [-0.81930, -1.82841, 0.22052], [1.62873, -1.09891, 1.14603], [-1.78451, -0.37009, -0.79132]], "forces_ev_per_angstrom": [[1.9, -0.4, 1.6], [2.4, -1.9, -0.1], [-0.2, 0.4, -0.5], [0.2, -0.4, 0.5], [-2.0, -0.1, -1.0], [-0.1, 0.1, 2.0], [0.3, 0.8, -0.7], [0.3, 0.8, -2.0], [-2.9, 0.8, 0.2]]}

---

{"formula": "C3H4O2S", "method": "ωB97M-V/def2-TZVPD", "de_lowest_kj_mol": 325.3, "homo_energy_ev": -9.311, "total_charge": 0, "symbols": ["S", "H", "C", "H", "C", "O", "C", "H", "H", "O"], "positions_angstrom": [[-0.76019, 2.36196, -1.38504], [-0.76167, -0.68364, 2.03050], [-0.27865, 0.08940, 0.34223], [1.44330, -1.30925, 0.07262], [0.39461, -1.17639, -0.02052], [0.42402, 3.17637, -1.67307], [-0.31986, 1.06621, -0.51268], [0.15986, -2.11803, 0.49777], [0.33548, -1.61846, -1.04055], [-0.63690, 0.21183, 1.68873]], "forces_ev_per_angstrom": [[1.5, -2.2, 1.0], [0.2, 0.1, 0.0], [0.6, -1.0, 1.5], [1.4, 1.4, 0.6], [-0.1, -3.5, -1.3], [-0.3, 0.8, -0.2], [-1.7, 2.4, -1.0], [-1.0, 0.6, 0.8], [-0.8, 1.3, 0.1], [0.2, 0.1, -1.4]]}

---

> What is the formula in the fourth record?

C3H4O2S